Entry 1:
{
  "formula": "C40H40N3OPSZn",
  "method": "wB97M-V/def2-TZVPD",
  "homo_energy_ev": -7.4899,
  "total_charge": 0,
  "multiplicity": 1,
  "gap_ev": 7.916,
  "e_tot_ha": -4306.65900,
  "elements": ["Zn", "C", "C", "C", "C", "C", "C", "C", "P", "C", "C", "C", "C", "C", "C", "C", "C", "C", "C", "C", "C", "C", "C", "H", "H", "H", "H", "H", "H", "H", "H", "H", "H", "H", "H", "H", "H", "H", "H", "H", "H", "H", "H", "S", "C", "C", "C", "C", "C", "C", "C", "C", "C", "N", "H", "H", "H", "H", "H", "H", "C", "C", "N", "C", "C", "C", "O", "C", "C", "C", "C", "N", "C", "H", "H", "H", "H", "H", "H", "H", "H", "H", "H", "H", "H", "H", "H"],
  "positions_angstrom": [[-0.7399, -0.2448, -0.8681], [-1.6389, 1.9473, 4.7297], [-0.2460, 1.3766, 4.5947], [0.5111, 1.2844, 5.7655], [1.8082, 0.7973, 5.7822], [2.3946, 0.3820, 4.5987], [1.6546, 0.4446, 3.4295], [0.3412, 0.9333, 3.3941], [-0.3505, 0.8404, 1.6831], [-2.1849, 0.8218, 1.8538], [-2.9811, 1.8595, 1.3705], [-4.3645, 1.8006, 1.4462], [-4.9716, 0.6837, 1.9992], [-4.1899, -0.3704, 2.4509], [-2.7993, -0.3266, 2.3832], [-1.9967, -1.4954, 2.8917], [-0.0383, 2.4975, 0.9645], [-0.0378, 3.6548, 1.7442], [0.0589, 4.9121, 1.1704], [0.1614, 5.0135, -0.2101], [0.2138, 3.8676, -0.9863], [0.1492, 2.5847, -0.4285], [0.3480, 1.3739, -1.3123], [-1.7160, 2.4939, 5.6700], [-2.4007, 1.1640, 4.7347], [-1.8924, 2.6263, 3.9209], [0.0606, 1.6172, 6.6942], [2.3560, 0.7479, 6.7156], [3.4112, 0.0093, 4.5850], [2.1042, 0.1060, 2.5022], [-2.5084, 2.7295, 0.9302], [-4.9636, 2.6211, 1.0693], [-6.0517, 0.6202, 2.0611], [-4.6657, -1.2548, 2.8597], [-2.6520, -2.3254, 3.1553], [-1.4086, -1.2290, 3.7743], [-1.3048, -1.8461, 2.1224], [-0.1303, 3.5751, 2.8195], [0.0503, 5.8001, 1.7907], [0.2230, 5.9885, -0.6805], [0.3344, 3.9566, -2.0605], [1.3871, 1.0559, -1.1618], [0.2766, 1.6909, -2.3556], [-4.0139, -3.2530, -0.6029], [-2.5778, -4.0953, -0.2155], [-1.4808, -3.2905, -0.3057], [-1.7710, -1.9458, -0.6986], [-3.1185, -1.8011, -0.8993], [-3.7532, -0.5500, -1.3473], [-5.1226, -0.3926, -1.5571], [-5.5998, 0.8285, -1.9916], [-4.7104, 1.8743, -2.2067], [-3.3677, 1.6369, -1.9732], [-2.9020, 0.4613, -1.5613], [-2.6231, -5.1406, 0.0552], [-0.4809, -3.6569, -0.1058], [-5.7949, -1.2221, -1.3758], [-6.6606, 0.9710, -2.1582], [-5.0469, 2.8447, -2.5439], [-2.6252, 2.4171, -2.1152], [5.3119, -0.2232, -5.0842], [5.3869, -1.6898, -4.6807], [4.4049, -2.0480, -3.6554], [3.2611, -2.8509, -4.0792], [2.2921, -2.1068, -4.9902], [4.7357, -1.7671, -2.3662], [5.8265, -1.3081, -2.0586], [3.7188, -1.9957, -1.2821], [4.1340, -2.5395, -0.0757], [3.2174, -2.6710, 0.9518], [1.9220, -2.2173, 0.7484], [1.5195, -1.6584, -0.3907], [2.4055, -1.5582, -1.3797], [6.1014, 0.0108, -5.8017], [5.4542, 0.4084, -4.2065], [4.3504, 0.0210, -5.5386], [6.3785, -1.9033, -4.2877], [5.2117, -2.3425, -5.5370], [2.7423, -3.2173, -3.1996], [3.6462, -3.7316, -4.6007], [1.9658, -1.1692, -4.5354], [1.4108, -2.7223, -5.1784], [2.7505, -1.8733, -5.9528], [5.1667, -2.8429, 0.0423], [3.4997, -3.1018, 1.9035], [1.1753, -2.2911, 1.5338], [2.0490, -1.0826, -2.2895]],
  "atomic_forces_ev_per_a": [[0.062, -0.258, -0.111], [0.065, -0.086, -0.066], [0.012, -0.009, 0.011], [0.008, -0.003, -0.010], [-0.046, 0.016, 0.021], [-0.039, 0.024, -0.045], [-0.035, 0.010, -0.012], [0.119, -0.057, -0.061], [-0.280, 0.171, 0.142], [0.059, 0.023, 0.054], [0.044, 0.048, 0.056], [0.005, -0.021, 0.002], [0.016, -0.053, -0.048], [0.046, 0.028, -0.006], [-0.057, -0.019, 0.053], [-0.018, 0.076, -0.032], [0.070, -0.033, 0.049], [-0.103, -0.003, -0.023], [0.035, -0.021, 0.017], [-0.027, 0.003, -0.010], [-0.015, -0.016, -0.006], [0.019, -0.087, -0.121], [0.050, 0.105, 0.247], [-0.013, -0.018, -0.024], [0.026, -0.013, -0.038], [-0.013, 0.032, -0.099], [0.011, 0.003, -0.017], [-0.022, 0.009, -0.026], [-0.024, 0.002, -0.021], [0.000, -0.011, -0.011], [-0.021, 0.007, 0.024], [0.028, -0.019, 0.007], [0.030, 0.008, 0.005], [0.011, 0.007, -0.004], [0.006, 0.014, -0.010], [-0.001, 0.008, -0.015], [0.029, 0.005, -0.007], [-0.003, -0.046, 0.056], [-0.004, -0.035, -0.009], [0.000, -0.041, 0.005], [0.019, -0.003, 0.014], [-0.004, -0.011, -0.028], [-0.052, -0.034, -0.022], [-0.035, 0.049, -0.035], [0.002, -0.024, 0.028], [0.026, 0.064, -0.049], [0.066, 0.153, 0.051], [-0.120, 0.024, -0.042], [0.130, -0.066, 0.050], [-0.026, -0.076, 0.035], [-0.002, 0.053, -0.001], [-0.023, -0.038, 0.000], [0.051, -0.071, 0.010], [-0.072, 0.114, 0.064], [0.017, 0.060, -0.011], [-0.036, 0.031, 0.004], [0.000, 0.033, -0.011], [0.015, -0.018, 0.001], [0.006, -0.006, 0.001], [-0.014, -0.028, 0.016], [0.007, 0.010, 0.025], [-0.040, 0.008, 0.037], [-0.069, 0.050, -0.042], [0.040, 0.044, -0.014], [0.030, 0.027, 0.024], [0.004, -0.014, 0.020], [-0.032, -0.002, -0.041], [-0.007, 0.044, -0.099], [0.067, -0.055, 0.037], [-0.006, -0.001, 0.043], [-0.059, 0.019, -0.031], [0.146, 0.025, -0.059], [-0.115, -0.001, 0.065], [-0.040, -0.012, 0.021], [0.001, -0.015, -0.035], [0.014, -0.013, 0.020], [0.048, -0.052, 0.015], [-0.003, 0.012, -0.022], [-0.003, -0.014, 0.055], [0.005, -0.039, -0.017], [-0.006, -0.041, -0.022], [0.033, 0.013, -0.009], [-0.002, 0.018, 0.028], [-0.017, 0.010, -0.001], [-0.011, 0.007, -0.020], [0.017, 0.023, -0.023], [0.020, -0.006, 0.053]]
}

---

Entry 2:
{
  "formula": "C38H47N2P2S3SbV",
  "method": "wB97M-V/def2-TZVPD",
  "homo_energy_ev": [-13.4379, -13.4705],
  "total_charge": 2,
  "multiplicity": 2,
  "gap_ev": [7.113, 7.755],
  "de_lowest_kj_mol": 71.0,
  "e_tot_ha": -4646.81614,
  "elements": ["V", "S", "P", "C", "P", "S", "C", "C", "C", "C", "C", "C", "C", "C", "C", "C", "C", "C", "C", "C", "C", "C", "C", "C", "C", "C", "C", "C", "C", "C", "H", "H", "H", "H", "H", "H", "H", "H", "H", "H", "H", "H", "H", "H", "H", "H", "H", "H", "H", "H", "C", "N", "C", "C", "N", "C", "S", "H", "H", "H", "H", "H", "H", "C", "C", "C", "Sb", "C", "C", "C", "C", "C", "C", "H", "H", "H", "H", "H", "H", "H", "H", "H", "H", "H", "H", "H", "H", "H", "H", "H", "H", "H", "H", "H"],
  "positions_angstrom": [[-1.2212, 0.3702, -0.5225], [-2.7780, 0.0581, 1.0467], [-1.0621, -0.8965, 1.7334], [-0.0339, -0.9611, 0.3696], [-0.1858, -2.0904, -0.9508], [-0.8859, -0.8481, -2.4387], [-1.3451, -3.4350, -0.7270], [-2.7161, -3.2454, -0.9102], [-3.5995, -4.2829, -0.6593], [-3.1208, -5.5146, -0.2277], [-1.7576, -5.7123, -0.0516], [-0.8697, -4.6766, -0.3010], [1.3756, -2.8116, -1.4140], [2.5289, -2.4079, -0.7499], [3.7641, -2.9095, -1.1402], [3.8399, -3.8047, -2.1956], [2.6864, -4.2077, -2.8641], [1.4512, -3.7142, -2.4784], [-1.4230, -2.4682, 2.5047], [-2.6644, -2.7076, 3.0881], [-2.8716, -3.8776, 3.8042], [-1.8390, -4.7949, 3.9519], [-0.5986, -4.5565, 3.3714], [-0.3903, -3.3968, 2.6403], [-0.3554, 0.1517, 3.0283], [0.7356, -0.3495, 3.7446], [1.3296, 0.4053, 4.7410], [0.8315, 1.6693, 5.0468], [-0.2647, 2.1654, 4.3574], [-0.8586, 1.4086, 3.3514], [-3.0955, -2.2934, -1.2576], [-4.6611, -4.1349, -0.8095], [-3.8124, -6.3259, -0.0384], [-1.3858, -6.6754, 0.2733], [0.1927, -4.8409, -0.1667], [2.4575, -1.7137, 0.0764], [4.6626, -2.6063, -0.6188], [4.8020, -4.1970, -2.4997], [2.7547, -4.9117, -3.6832], [0.5565, -4.0370, -2.9977], [-3.4718, -1.9934, 2.9808], [-3.8376, -4.0708, 4.2514], [-2.0020, -5.7011, 4.5212], [0.2018, -5.2767, 3.4835], [0.5721, -3.2184, 2.1720], [1.1295, -1.3352, 3.5287], [2.1744, 0.0061, 5.2884], [1.2901, 2.2546, 5.8339], [-0.6719, 3.1365, 4.6101], [-1.7289, 1.7964, 2.8366], [-3.2556, 0.4105, -4.4640], [-2.5723, 1.7139, -4.4523], [-2.2634, 2.4417, -5.5958], [-1.7159, 3.6032, -5.1949], [-1.7005, 3.5601, -3.8111], [-2.2309, 2.4127, -3.3635], [-2.5128, 2.0175, -1.7048], [-2.7147, -0.2661, -5.1194], [-4.2741, 0.5453, -4.8187], [-3.2644, 0.0206, -3.4525], [-2.4697, 2.0634, -6.5820], [-1.3453, 4.4416, -5.7571], [-1.3960, 4.2963, -3.1928], [2.8173, 0.5206, 1.2632], [2.2263, 1.9201, 1.3590], [3.3456, 2.9473, 1.1596], [0.5497, 2.2695, 0.0624], [-0.4092, 4.0188, 0.8856], [-1.0663, 4.9314, -0.1466], [0.5171, 4.8216, 1.7992], [1.3932, 2.7410, -1.8472], [2.3237, 1.6011, -2.2687], [2.0880, 4.1004, -1.9429], [3.5273, 0.3849, 2.0857], [3.3740, 0.3909, 0.3327], [2.0760, -0.2693, 1.3230], [1.7706, 2.0534, 2.3420], [3.8962, 2.7509, 0.2396], [4.0616, 2.8428, 1.9807], [3.0196, 3.9808, 1.1495], [-1.1915, 3.5614, 1.4931], [-0.3340, 5.4190, -0.7917], [-1.5933, 5.7331, 0.3785], [-1.8030, 4.4108, -0.7566], [1.2853, 5.3473, 1.2317], [1.0031, 4.2206, 2.5663], [-0.0716, 5.5868, 2.3134], [0.5137, 2.7362, -2.4946], [3.2147, 1.5619, -1.6409], [2.6651, 1.7646, -3.2944], [1.8450, 0.6216, -2.2361], [3.0004, 4.1329, -1.3555], [1.4656, 4.9379, -1.6317], [2.3774, 4.2785, -2.9833]],
  "atomic_forces_ev_per_a": [[0.639, -0.609, -0.895], [-0.111, 0.002, 0.424], [-0.025, -0.082, 0.713], [-0.864, 0.117, -0.523], [0.211, 0.108, -0.030], [0.177, -0.134, 0.115], [-0.140, -0.194, 0.081], [-0.010, -0.004, 0.039], [0.045, -0.002, 0.005], [0.027, 0.025, -0.002], [-0.044, 0.050, -0.030], [0.013, -0.024, 0.016], [0.229, 0.097, -0.056], [0.083, -0.081, 0.039], [-0.056, -0.009, 0.001], [-0.003, -0.028, -0.029], [-0.025, 0.012, 0.038], [0.072, 0.006, -0.010], [-0.119, -0.108, 0.045], [-0.054, -0.048, -0.017], [0.038, 0.000, -0.017], [0.015, 0.026, -0.018], [-0.043, 0.059, -0.031], [0.012, -0.046, 0.023], [0.129, -0.031, 0.087], [0.061, -0.031, -0.033], [-0.023, 0.072, -0.001], [0.005, -0.054, -0.016], [-0.019, -0.042, -0.040], [-0.067, 0.086, -0.006], [0.005, 0.020, -0.005], [0.025, 0.000, 0.005], [0.015, 0.021, -0.005], [0.005, 0.028, -0.005], [-0.023, 0.015, 0.001], [-0.002, -0.076, -0.090], [-0.014, 0.002, -0.004], [-0.033, 0.005, -0.003], [-0.012, 0.021, 0.017], [-0.020, 0.029, 0.007], [0.021, 0.008, 0.002], [0.017, 0.012, -0.005], [0.005, 0.018, -0.016], [-0.012, 0.022, -0.007], [-0.006, -0.006, -0.007], [-0.021, 0.002, -0.006], [-0.036, 0.011, -0.020], [-0.021, -0.012, -0.023], [-0.002, -0.027, -0.009], [0.009, -0.036, 0.028], [0.091, 0.349, -0.037], [-0.183, -0.339, -0.230], [-0.083, -0.220, 0.177], [0.030, 0.043, 0.242], [0.083, 0.290, -0.032], [0.120, -0.328, -0.057], [-0.481, 0.457, 0.013], [0.007, -0.021, 0.001], [-0.030, 0.000, -0.020], [-0.046, 0.001, -0.009], [0.009, -0.003, 0.032], [-0.005, -0.005, 0.039], [0.003, 0.006, -0.038], [0.153, 0.023, 0.050], [0.175, -0.010, 0.080], [0.051, -0.109, 0.106], [0.339, 0.334, 0.082], [0.003, 0.199, 0.119], [-0.074, 0.056, -0.004], [-0.072, 0.056, 0.023], [0.107, 0.035, -0.186], [0.068, 0.078, -0.094], [-0.033, -0.032, -0.128], [-0.029, -0.002, -0.039], [-0.021, 0.024, -0.012], [-0.104, 0.070, 0.103], [0.042, -0.010, 0.076], [-0.020, 0.001, -0.036], [-0.043, -0.003, -0.038], [-0.104, 0.110, 0.002], [-0.067, 0.037, 0.019], [0.022, -0.038, 0.012], [0.016, -0.039, 0.003], [0.037, -0.003, 0.019], [0.016, -0.011, -0.037], [0.013, -0.059, -0.008], [-0.001, -0.036, -0.027], [0.009, -0.002, -0.076], [-0.001, 0.032, 0.011], [-0.018, 0.003, 0.021], [-0.069, -0.026, 0.014], [0.082, -0.032, 0.084], [-0.033, -0.047, 0.017], [-0.011, -0.020, 0.034]]
}